{"formula": "C24H50BrGaIO21", "method": "ωB97M-V with the def2-TZVPD basis set", "elements": ["C", "C", "I", "C", "Ga", "Br", "H", "H", "H", "H", "H", "H", "H", "H", "C", "O", "C", "O", "O", "C", "H", "H", "H", "H", "H", "H", "C", "O", "C", "O", "O", "C", "H", "H", "H", "H", "H", "H", "C", "O", "C", "O", "O", "C", "H", "H", "H", "H", "H", "H", "C", "O", "C", "O", "O", "C", "H", "H", "H", "H", "H", "H", "C", "O", "C", "O", "O", "C", "H", "H", "H", "H", "H", "H", "C", "O", "C", "O", "O", "C", "H", "H", "H", "H", "H", "H", "C", "O", "C", "O", "O", "C", "H", "H", "H", "H", "H", "H"], "positions_angstrom": [[-0.54, 0.11, 2.91], [-0.65, 0.31, 1.41], [1.21, 1.28, 0.82], [-0.99, -0.94, 0.64], [0.33, -2.02, -0.46], [2.20, -2.75, 0.93], [-1.44, -0.41, 3.26], [-0.44, 1.06, 3.45], [0.33, -0.51, 3.15], [-1.36, 1.11, 1.20], [-1.76, -0.68, -0.10], [-1.47, -1.62, 1.36], [-0.38, -3.37, -0.93], [0.89, -1.14, -1.67], [2.65, 8.32, -1.16], [3.60, 7.29, -0.90], [3.11, 6.05, -1.01], [1.98, 5.78, -1.34], [4.08, 5.18, -0.76], [3.69, 3.80, -0.82], [3.19, 9.25, -1.02], [2.27, 8.24, -2.17], [1.82, 8.26, -0.46], [3.27, 3.56, -1.79], [2.95, 3.58, -0.05], [4.59, 3.23, -0.64], [-3.73, -4.96, -5.64], [-2.72, -4.44, -4.77], [-1.47, -4.72, -5.14], [-1.16, -5.36, -6.12], [-0.64, -4.20, -4.25], [0.75, -4.40, -4.48], [-4.67, -4.65, -5.21], [-3.61, -4.56, -6.65], [-3.68, -6.05, -5.68], [1.06, -3.94, -5.42], [0.99, -5.46, -4.51], [1.25, -3.92, -3.65], [-4.85, 4.73, -1.87], [-3.79, 4.14, -2.62], [-2.63, 4.06, -1.96], [-2.46, 4.46, -0.83], [-1.74, 3.49, -2.75], [-0.43, 3.32, -2.16], [-5.72, 4.72, -2.53], [-5.06, 4.15, -0.97], [-4.60, 5.75, -1.58], [-0.47, 2.71, -1.27], [0.00, 4.29, -1.91], [0.16, 2.82, -2.92], [-4.78, -11.66, -3.33], [-4.42, -10.41, -3.91], [-3.43, -9.77, -3.28], [-2.85, -10.19, -2.30], [-3.19, -8.63, -3.91], [-2.16, -7.82, -3.33], [-5.58, -12.05, -3.95], [-3.93, -12.35, -3.34], [-5.12, -11.53, -2.31], [-1.21, -8.35, -3.32], [-2.42, -7.53, -2.31], [-2.09, -6.94, -3.96], [0.04, 5.06, 6.85], [0.53, 5.74, 5.70], [0.71, 4.94, 4.63], [0.50, 3.76, 4.61], [1.17, 5.68, 3.63], [1.42, 4.95, 2.41], [-0.05, 5.82, 7.62], [-0.93, 4.61, 6.65], [0.73, 4.28, 7.17], [0.52, 4.47, 2.05], [2.19, 4.19, 2.57], [1.76, 5.70, 1.70], [1.03, 1.22, 11.17], [-0.18, 1.66, 11.81], [-0.93, 2.45, 11.05], [-0.67, 2.81, 9.93], [-2.03, 2.78, 11.73], [-2.94, 3.63, 11.02], [1.52, 0.59, 11.91], [0.80, 0.65, 10.28], [1.66, 2.07, 10.91], [-3.29, 3.13, 10.11], [-2.46, 4.57, 10.75], [-3.76, 3.80, 11.70], [3.83, -0.64, -4.36], [5.01, -0.96, -5.12], [5.00, -2.17, -5.66], [4.10, -2.97, -5.58], [6.16, -2.36, -6.30], [6.27, -3.65, -6.92], [3.99, 0.36, -3.99], [2.94, -0.68, -4.99], [3.71, -1.34, -3.53], [5.49, -3.79, -7.66], [6.20, -4.44, -6.18], [7.25, -3.65, -7.39]], "e_tot_ha": -7321.14769, "lumo_ha": 0.0714, "e_homo_ha": -0.193, "charge": -1}